No. 1
ORCA calculation (the ωB97M-V functional and the def2-TZVPD basis) on one molecule with the formula C11H13NSe.

Structure (ORCA input):
```
! wB97M-V def2-TZVPD RIJCOSX def2/J DEFGRID3
* xyz 0 1
H 2.76 1.66 -0.39
H 1.97 1.84 -2.01
H -0.26 -0.50 -1.85
N -1.07 3.93 -2.05
C -1.78 -0.48 0.84
C 1.93 2.01 -0.91
H 0.29 0.66 -3.18
H 1.91 3.03 -0.89
C -1.51 -2.89 1.10
C -0.98 2.81 -1.80
H -1.43 0.34 -2.96
H -0.56 -1.17 3.87
C -0.89 -1.37 2.90
H -2.23 -1.83 -0.69
H -1.29 -3.84 0.59
H 0.53 2.14 0.55
C 0.65 1.50 -0.27
C -1.80 -1.78 0.30
C -0.64 1.48 -1.33
C -1.04 -2.66 2.41
H -1.13 0.71 2.49
Se -2.18 1.11 -0.13
C -1.31 -0.21 2.10
H 0.68 0.47 -0.03
H -0.97 -3.55 3.07
C -0.53 0.38 -2.38
*
```

Its SMILES is CC[C@](C)(C#N)[Se]c1ccccc1. The calculation puts the energy relative to the best compared isomer or geometry (same formula, charge and spin) at 50.2 kJ/mol. Its HOMO energy is -8.650 eV. As for the frontier orbital gap: 9.23 eV.

=====

No. 2
ORCA calculation (the ωB97M-V functional and the def2-TZVPD basis) on C11H14AsCuN2O9S3 as an isolated structure.

Structure (ORCA input):
```
! wB97M-V def2-TZVPD RIJCOSX def2/J DEFGRID3
* xyz -2 1
N 3.77 0.15 0.25
C 4.46 1.21 -0.34
H -7.36 1.80 -1.45
H -0.46 2.98 2.49
H -3.69 0.42 -3.19
C 0.03 2.28 3.16
C -6.34 1.45 -1.34
H -0.70 1.73 3.74
C 1.91 0.51 -2.77
C -5.59 1.14 -2.47
S 1.63 -1.44 -0.38
H 0.95 0.75 -2.30
Cu -0.52 0.42 0.55
H 2.17 1.28 -3.49
O -2.11 -1.08 -2.25
C 2.79 -0.27 -0.61
C -3.73 0.52 -1.06
S -2.04 -0.15 -1.13
O -3.47 -0.66 2.30
H -2.52 -0.83 2.44
H -6.31 1.63 0.80
C -4.45 0.88 0.09
O -1.75 -0.94 0.13
C -5.75 1.34 -0.09
O 2.29 1.12 2.63
O -0.91 -0.41 3.21
O 0.48 -0.34 2.81
H 5.26 1.71 0.17
O 0.92 1.60 0.73
H 3.47 0.25 1.24
H -6.02 1.25 -3.46
O -1.19 1.02 -1.46
S 0.88 1.08 2.17
H 4.27 2.05 -2.36
O -2.15 1.74 1.28
H 0.82 2.73 3.77
As -3.59 1.11 1.91
C -4.29 0.68 -2.32
N 2.95 0.45 -1.76
H 1.80 -0.46 -3.26
C 3.97 1.38 -1.58
*
```

The calculation puts the energy relative to the best compared isomer or geometry (same formula, charge and spin) at 322.6 kJ/mol. Its HOMO energy is -1.014 eV. As for the frontier orbital gap: 5.83 eV.

=====

Maximum force, respectively: 5.9 3.0 eV Å⁻¹.
Calculated total energy, respectively: -78452.171 -171022.131 eV.
LUMO level, respectively: 0.021 0.177 hartree.